C10H20Ag3BBr10F4 | ωB97M-V/def2-TZVPD

Last column: Mulliken spin population.
Atoms and positions in Å:
Ag (-3.438, 0.928, -2.052)  0.000
Ag (-2.371, -2.580, -2.108)  0.000
Ag (-3.573, -1.965, 0.599)  0.000
B (-1.202, -0.352, -0.670)  -0.001
F (-1.187, -1.656, -0.254)  0.000
F (-2.275, 0.281, -0.086)  0.000
F (0.047, 0.173, -0.470)  0.000
F (-1.416, -0.212, -2.021)  0.000
Br (3.782, -2.748, 0.537)  0.002
C (2.983, -1.543, -0.933)  0.000
C (3.168, -2.217, -2.259)  0.000
Br (3.072, -0.828, -3.753)  0.000
H (3.516, -0.594, -0.872)  0.000
H (1.943, -1.355, -0.669)  0.000
H (2.413, -2.968, -2.491)  0.000
H (4.139, -2.713, -2.246)  0.000
Br (-1.689, 2.502, -3.759)  0.000
C (0.060, 2.529, -4.745)  0.000
C (0.729, 1.176, -4.506)  0.000
Br (-0.126, -0.290, -5.432)  0.000
H (0.647, 3.361, -4.356)  0.000
H (-0.086, 2.804, -5.790)  0.000
H (0.770, 0.994, -3.432)  0.000
H (1.715, 1.320, -4.946)  0.000
Br (0.037, -6.045, 4.363)  0.000
C (-0.580, -4.337, 3.709)  0.000
C (-0.678, -4.256, 2.187)  0.000
Br (-1.884, -5.709, 1.419)  0.000
H (0.113, -3.635, 4.171)  0.000
H (-1.605, -4.253, 4.071)  0.000
H (0.326, -4.435, 1.801)  0.000
H (-0.982, -3.288, 1.789)  0.000
Br (-1.626, 3.182, 0.236)  0.001
C (-2.365, 4.914, 1.001)  0.000
C (-3.777, 4.561, 1.610)  0.000
Br (-4.496, 6.081, 2.588)  0.000
H (-2.448, 5.768, 0.328)  0.000
H (-1.748, 5.218, 1.846)  0.000
H (-3.953, 3.659, 2.195)  0.000
H (-4.425, 4.464, 0.738)  0.000
Br (3.484, 2.565, 2.488)  0.951
C (2.733, 0.913, 3.285)  -0.050
C (1.904, 0.086, 2.292)  0.023
Br (1.284, -1.443, 3.342)  0.007
H (2.163, 1.221, 4.161)  0.012
H (3.540, 0.254, 3.605)  0.051
H (2.299, -0.292, 1.349)  0.001
H (1.060, 0.758, 2.141)  0.001

- LUMO (alpha / beta) (eV) = -12.4 / -13.8
- energy (a.u.) = -26997.334411
- HOMO energy (alpha / beta) (eV) = -15.97 / -15.97
- orbital gap (alpha / beta) (Eh) = 0.133 / 0.080
- spin multiplicity = 2
- expectation value of S² = 0.753
- relative energy (zero: lowest compared OMol25 entry of this formula, charge and spin) (eV) = 1.9641
- charge = +3